# C4H25N3O6

A 7-piece molecular cluster, C4H25N3O6 overall in a non-equilibrium geometry (the ωB97M-V functional and the def2-TZVPD basis, the OMol25 dataset).

DFT total energy = -21294.68658 eV
lowest unoccupied orbital energy = -5.48 eV
frontier orbital gap = 11.6 eV
relative energy (zero: lowest compared OMol25 entry of this formula, charge and spin) = 0.412 eV
HOMO energy = -17.104 eV

ORCA input file:
```
! wB97M-V def2-TZVPD RIJCOSX def2/J DEFGRID3
* xyz 2 1
C -0.4039 -1.6676 -1.4794
C -0.6679 -1.5307 0.0210
C 0.5542 -1.5781 0.9642
N 0.6995 1.2142 3.1110
C 0.7093 -0.0151 2.6872
N 1.0684 -0.2833 1.4289
N 0.4655 -0.5880 -2.0421
H -1.3437 -1.7273 -2.0038
H 0.0562 -2.6410 -1.6539
H -1.1997 -0.5887 0.2129
H -1.4576 -2.2274 0.2890
H 0.3247 -2.3509 1.6891
H 2.1404 1.9940 -3.4637
H 0.6577 1.4281 4.0965
H 0.8559 2.0157 2.5193
H 0.6845 -0.8293 3.3884
H 1.2247 0.4677 0.7697
H 0.3129 0.3118 -1.5879
H 0.2923 -0.6103 -3.0467
H 1.4647 -0.8082 -2.0053
H -2.0792 0.8940 -1.3444
H -2.3714 2.1474 -2.1028
O -1.6482 1.7093 -1.6369
H -4.3458 -0.8931 -0.6439
H -3.6433 -2.2041 -1.0664
O -3.4857 -1.3202 -0.7207
H 3.2734 -0.8007 -0.5581
H 3.6146 0.3269 -1.3844
O 2.8467 0.0051 -0.8897
H 0.9851 3.9801 0.2650
H 0.1408 4.1300 1.5351
O 0.5528 3.4745 0.9608
H 2.6345 0.5570 -3.5399
H 1.3782 -2.1052 0.4630
O 2.3030 1.2126 -2.9228
H -2.2184 0.1012 3.8557
H -2.4652 -0.9869 2.8392
O -1.9099 -0.2133 2.9971
*
```

---

# C4H25NO7S2

A 8-piece molecular cluster, C4H25NO7S2 overall in a non-equilibrium geometry (the ωB97M-V functional and the def2-TZVPD basis, the OMol25 dataset).

DFT total energy = -42046.22803 eV
SMILES = CCSSCCN.O.O.O.O.O.O.O
lowest unoccupied orbital energy = -0.06 eV
frontier orbital gap = 8.4 eV
relative energy (zero: lowest compared OMol25 entry of this formula, charge and spin) = 1.418 eV
HOMO energy = -8.476 eV

ORCA input file:
```
! wB97M-V def2-TZVPD RIJCOSX def2/J DEFGRID3
* xyz 0 1
C 1.6475 -0.1351 -2.1117
C 1.9251 1.2691 -2.5980
S 0.9303 2.5610 -1.8873
S -1.0286 2.0726 -1.8387
C -1.2803 1.0298 -0.3810
C -1.2903 1.7628 0.9650
N -2.5970 2.3811 1.2710
H 0.7269 -0.5837 -2.5265
H 2.4000 -0.8975 -2.3632
H 1.4055 -0.1255 -1.0538
H 2.9351 1.5295 -2.3065
H 1.9077 1.2761 -3.6778
H -2.1874 0.3714 -0.4558
H -0.7395 0.0898 -0.1021
H -0.9657 1.1318 1.8098
H -0.6003 2.6209 0.9208
H -3.0268 1.8258 1.9942
H -3.2077 2.4796 0.4803
O 1.9285 0.8582 3.0837
H 1.8191 -0.1047 3.2102
H 1.2030 1.2752 3.5679
O 3.0863 1.7530 0.7144
H 2.7247 2.5747 1.0597
H 3.1991 1.2630 1.5493
O 2.1751 -2.7226 0.9323
H 1.6389 -3.3346 0.4069
H 1.8536 -1.8645 0.6394
O -1.2857 -3.1223 -1.1393
H -1.1979 -3.0852 -2.0938
H -1.6042 -2.2588 -0.8675
O 0.9807 -1.7512 3.2289
H 0.0369 -1.8491 3.0467
H 1.4352 -2.3082 2.5694
O -2.8361 -0.7726 1.3251
H -3.6286 -0.6569 1.8617
H -2.9809 -1.4792 0.6881
O -1.7282 -1.2196 -2.9716
H -1.2376 -0.5457 -3.4580
H -2.5363 -1.3082 -3.4921
*
```

---

# C4H26BF4O9

A 10-piece molecular cluster, C4H26BF4O9 overall in a non-equilibrium geometry (the ωB97M-V functional and the def2-TZVPD basis, the OMol25 dataset).

DFT total energy = -34551.00138 eV
lowest unoccupied orbital energy = 2.69 eV
frontier orbital gap = 9.5 eV
relative energy (zero: lowest compared OMol25 entry of this formula, charge and spin) = 1.445 eV
HOMO energy = -6.833 eV

ORCA input file:
```
! wB97M-V def2-TZVPD RIJCOSX def2/J DEFGRID3
* xyz -1 1
B 0.0853 -0.5071 -0.6708
F -1.0173 -0.0928 -1.3975
F 1.2225 -0.2836 -1.4851
F 0.0958 0.3006 0.4316
F 0.0248 -1.8032 -0.1816
C -0.0090 3.3008 -1.4675
O -0.0015 4.5772 -2.0020
H 1.0004 2.8894 -1.4668
H -0.5415 3.2128 -0.5205
H -0.4637 2.6297 -2.1962
H -0.7016 5.0464 -1.5423
C 2.2253 -3.1943 2.6509
O 1.5057 -3.4343 1.4963
H 2.8032 -2.2748 2.5578
H 1.5402 -3.0211 3.4807
H 3.0014 -3.9139 2.9117
H 0.9713 -2.6550 1.3271
C 3.8812 0.9270 0.7142
O 3.4377 -0.3227 0.1091
H 4.8133 1.3050 0.2943
H 3.1322 1.7005 0.5446
H 4.2175 0.9003 1.7507
H 2.7060 -0.1459 -0.4867
C -4.3788 -0.5477 -0.2785
O -5.7067 0.0778 -0.0644
H -3.8417 -0.2493 -1.1789
H -3.7244 -0.3273 0.5648
H -4.4784 -1.6330 -0.2941
H -6.2813 -0.5702 0.3498
O 1.0306 -2.4768 -3.4307
H 1.2989 -1.8235 -2.7846
H 1.8528 -2.8269 -3.7737
O 0.3747 2.4487 2.0054
H 0.4026 1.8677 1.2452
H -0.4211 2.9663 1.8828
O 1.1876 -0.0261 3.1905
H 0.5024 0.2374 2.5763
H 1.8589 0.6510 3.1060
O -2.1291 -3.2630 -1.2153
H -1.3421 -3.3342 -0.6751
H -1.9888 -2.4756 -1.7411
O -2.7861 2.2278 -1.1027
H -2.4659 1.3386 -1.2547
H -2.8934 2.5974 -1.9791
*
```

---

# C4H26BO21

C4H26BO21 as an isolated structure in a non-equilibrium geometry (the ωB97M-V functional and the def2-TZVPD basis, the OMol25 dataset).

DFT total energy = -48250.14078 eV
lowest unoccupied orbital energy = 1.32 eV
frontier orbital gap = 9.4 eV
relative energy (zero: lowest compared OMol25 entry of this formula, charge and spin) = 3.927 eV
HOMO energy = -8.067 eV

ORCA input file:
```
! wB97M-V def2-TZVPD RIJCOSX def2/J DEFGRID3
* xyz -1 1
O 0.5440 -3.2622 2.3126
C 0.3074 -2.7833 1.2012
O -0.8027 -2.2625 0.9639
B -0.6116 -1.3119 -0.1439
O 0.7871 -1.5132 -0.6080
C 1.1875 -2.4027 0.2135
O 2.2360 -3.0055 -0.0250
O -0.7518 0.1039 0.2775
C -1.7033 0.5209 -0.3776
O -1.8836 1.7359 -0.4198
C -2.2502 -0.4678 -1.2667
O -1.5935 -1.5129 -1.2077
O -3.0394 -0.2488 -2.1456
O 4.2802 -4.4678 0.4684
H 3.5313 -3.8837 0.3278
H 4.7773 -4.7090 -0.2940
O 2.2925 0.6937 0.9855
H 2.0640 1.5988 1.1288
H 2.3202 0.6156 0.0179
O -0.9837 0.4929 -3.8064
H -1.8102 0.0343 -3.6240
H -1.1628 1.4241 -3.4570
O 2.7136 -2.1902 -2.7961
H 2.5284 -2.6729 -1.9858
H 3.6808 -2.3472 -2.8422
O 0.1032 3.6594 -0.6484
H -0.6768 3.1913 -0.8686
H 0.6199 2.8914 -0.8035
O -1.7885 2.9438 -3.0616
H -2.1552 3.0374 -3.9384
H -1.0299 3.4831 -3.1767
O -4.8714 1.8179 -2.0365
H -4.2046 1.1417 -1.9854
H -5.1022 2.0162 -1.1694
O 4.7869 -1.8051 0.7918
H 4.4465 -1.2460 0.0862
H 4.6380 -2.6889 0.5131
O 0.0801 -1.8905 4.6824
H 0.3831 -1.0375 4.4797
H 0.1340 -2.3408 3.8175
O -3.0981 4.1173 -0.4942
H -2.9115 3.2364 -0.8188
H -4.0654 4.0206 -0.4056
O -2.1533 1.6884 2.3021
H -2.2975 0.7757 2.5461
H -1.7742 1.6210 1.4376
O 2.6323 -3.9376 4.3875
H 1.9713 -4.2448 3.7707
H 3.1706 -3.3303 3.8395
O -1.3486 4.9339 1.6165
H -0.5682 5.3553 1.4102
H -1.5778 4.4126 0.8291
*
```

---

# C4H26N2O10

A 9-piece molecular cluster, C4H26N2O10 overall in a non-equilibrium geometry (the ωB97M-V functional and the def2-TZVPD basis, the OMol25 dataset).

DFT total energy = -28025.19399 eV
SMILES = NC(=O)C[C@H](N)CO.O.O.O.O.O.O.O.O
lowest unoccupied orbital energy = 0.06 eV
frontier orbital gap = 9.7 eV
relative energy (zero: lowest compared OMol25 entry of this formula, charge and spin) = 2.959 eV
HOMO energy = -9.598 eV

ORCA input file:
```
! wB97M-V def2-TZVPD RIJCOSX def2/J DEFGRID3
* xyz 0 1
N 0.2912 -0.4109 3.0609
C 0.0991 -1.3865 2.1403
O 0.9123 -2.2671 2.0904
C -1.1167 -1.3658 1.2376
C -0.8644 -0.8891 -0.2285
N -1.2585 0.5004 -0.3685
C -1.9293 -1.6527 -1.0956
O -1.6258 -1.6021 -2.4743
H -0.2367 0.4353 3.1784
H 1.0934 -0.3448 3.5765
H -1.6756 -2.3979 1.2190
H -1.8658 -0.5607 1.6713
H 0.2561 -1.1496 -0.3737
H -1.3419 0.8341 -1.3598
H -0.5749 1.0082 0.1775
H -1.9339 -2.7550 -0.8992
H -2.9018 -1.1955 -0.9741
H -0.7573 -1.9897 -2.5571
O -1.1122 1.9909 3.3767
H -0.9360 2.6863 2.8045
H -0.9349 2.1493 4.2715
O -1.2688 3.5910 1.1979
H -1.8590 3.0610 0.6318
H -0.3119 3.3973 1.0019
O 3.4074 3.3318 -0.5919
H 3.6176 2.8116 -1.3680
H 4.1107 3.0420 -0.0001
O 1.2170 2.7425 0.8658
H 2.0364 3.0608 0.4293
H 1.5602 2.1282 1.5129
O -1.1590 0.7755 -3.7515
H -1.9731 1.1048 -4.1042
H -1.3508 -0.1572 -3.4366
O 1.4963 -3.7209 -0.0558
H 1.2120 -2.9009 0.4102
H 2.3415 -3.8464 0.3531
O -0.1937 -4.2969 -1.9450
H 0.7027 -4.5962 -2.0571
H -0.2609 -4.0861 -1.0250
O 1.7775 2.5232 -2.4257
H 0.9693 2.7957 -1.8766
H 1.5775 2.0675 -3.2721
*
```

---

# C4H26N2O11

A 10-piece molecular cluster, C4H26N2O11 overall in a non-equilibrium geometry (the ωB97M-V functional and the def2-TZVPD basis, the OMol25 dataset).

DFT total energy = -30073.07759 eV
SMILES = C[C@H](N)C(=O)NC=O.O.O.O.O.O.O.O.O.O
lowest unoccupied orbital energy = 0.35 eV
frontier orbital gap = 10.2 eV
relative energy (zero: lowest compared OMol25 entry of this formula, charge and spin) = 1.451 eV
HOMO energy = -9.876 eV

ORCA input file:
```
! wB97M-V def2-TZVPD RIJCOSX def2/J DEFGRID3
* xyz 0 1
C -0.9573 2.7884 1.9547
C -0.3082 2.4134 0.5889
N -1.2310 1.8707 -0.4096
C 0.8408 1.4663 0.7539
O 1.2365 1.0331 1.8259
N 1.5168 0.9262 -0.3721
C 1.1094 0.9702 -1.7130
O 1.4956 0.0761 -2.4302
H -0.1469 3.0302 2.6621
H -1.7795 3.5346 1.8262
H -1.4890 1.8953 2.2194
H 0.0950 3.4270 0.2559
H -1.4917 0.8384 -0.3215
H -2.1355 2.4030 -0.3034
H 2.2151 0.2041 -0.1445
H 0.4623 1.8291 -1.9653
O -1.7550 -1.6888 -1.6626
H -0.8553 -1.9257 -1.7512
H -1.9903 -1.5645 -0.7427
O -2.1583 -0.8611 1.0177
H -1.5649 -0.9420 1.8508
H -2.9653 -0.5823 1.5071
O 0.6379 -2.1320 -4.2296
H 0.1208 -1.3338 -4.1643
H 1.5410 -1.8707 -4.4554
O 1.8026 2.6099 3.9128
H 1.5604 1.9140 3.2972
H 1.5750 2.2618 4.7647
O 0.9570 -1.4912 2.5127
H 1.5431 -0.9333 2.0934
H 0.7606 -2.0233 1.6492
O -1.3197 -0.3867 -3.8864
H -1.9911 -1.0119 -4.0974
H -1.4132 -0.1505 -2.9355
O -1.0404 -0.0883 3.2867
H -0.4486 0.6416 3.0447
H -0.3611 -0.7452 3.7178
O 2.2971 -1.7431 -0.5113
H 1.4695 -2.2092 -0.8577
H 2.7105 -1.6753 -1.3575
O 0.6661 -3.3895 -1.8529
H 0.3986 -4.3522 -1.7749
H 0.3906 -3.0328 -2.8029
*
```

---

# C4H26N2O9

A 9-piece molecular cluster, C4H26N2O9 overall in a non-equilibrium geometry (the ωB97M-V functional and the def2-TZVPD basis, the OMol25 dataset).

DFT total energy = -25968.43942 eV
lowest unoccupied orbital energy (alpha / beta) = -3.49 / -8.63 eV
frontier orbital gap (alpha / beta) = 10.0 / 4.9 eV
relative energy (zero: lowest compared OMol25 entry of this formula, charge and spin) = 0.457 eV
HOMO energy (alpha / beta) = -13.521 / -13.520 eV

ORCA input file:
```
! wB97M-V def2-TZVPD RIJCOSX def2/J DEFGRID3
* xyz 1 2
C -0.5772 1.0147 -1.9735
N -1.5601 0.3195 -1.1256
C -1.3247 1.9392 0.8221
C -1.3091 0.4388 0.3202
C -0.0226 -0.3011 0.6942
N -0.2158 -1.4434 1.4012
O 1.1148 0.1589 0.5725
H 0.4129 1.0000 -1.3793
H -0.6914 0.4490 -2.9260
H -0.7145 2.1239 -2.1102
H -2.4997 0.5929 -1.4201
H -0.9342 2.5381 0.0115
H -0.7109 1.8840 1.7612
H -2.3444 2.2058 1.1408
H -2.0834 -0.0984 0.8991
H 0.5450 -2.0042 1.8514
H -1.1238 -1.9291 1.1532
H -2.5979 4.1618 -1.5435
H -2.8861 2.6830 -2.1420
O -3.2384 3.4601 -1.7189
H 4.1693 -0.3301 1.8149
H 2.7218 -0.4859 1.2238
O 3.3376 -0.7730 1.9798
H 0.3450 0.0808 3.2313
H 1.9053 0.2460 2.9128
O 1.2210 0.1925 3.5997
H -0.8331 -2.9516 -1.7015
H -1.0918 -1.5168 -1.9366
O -1.5445 -2.4002 -1.9641
H 1.1745 -3.3078 -2.9130
H 1.5343 -4.1585 -1.6267
O 1.3248 -3.2921 -1.9620
H 1.8873 3.4609 -0.1561
H 1.2525 2.0684 -0.0197
O 1.0807 2.9812 -0.2845
H -2.6132 -2.4515 -0.2580
H -3.7677 -2.3273 0.7740
O -2.8112 -2.3900 0.6818
H 3.5748 -0.4813 -0.4053
H 2.8422 0.7274 -0.5114
O 3.7582 0.4675 -0.5068
*
```

---

# C4H26NO7

A 8-piece molecular cluster, C4H26NO7 overall in a non-equilibrium geometry (the ωB97M-V functional and the def2-TZVPD basis, the OMol25 dataset).

DFT total energy = -20387.49801 eV
lowest unoccupied orbital energy = -2.39 eV
frontier orbital gap = 11.3 eV
relative energy (zero: lowest compared OMol25 entry of this formula, charge and spin) = 0.000 eV
HOMO energy = -13.724 eV

ORCA input file:
```
! wB97M-V def2-TZVPD RIJCOSX def2/J DEFGRID3
* xyz 1 1
C 2.3429 -0.1626 1.7650
C 0.8143 -0.2606 1.8624
N 0.1509 0.7063 0.9040
C 0.3208 2.1105 1.3429
C 0.2862 -1.6614 1.6419
H 2.7249 0.6799 1.2012
H 2.7721 -1.0271 1.2611
H 2.7461 -0.1832 2.7773
H 0.5369 0.0901 2.8559
H 0.5352 0.4898 -0.0367
H -0.8133 0.3798 0.8457
H 0.2088 2.7067 0.4341
H -0.4108 2.3824 2.0836
H 1.3793 2.2677 1.4908
H 0.9781 -2.4504 1.9313
H -0.1219 -1.6820 0.6267
H -0.5480 -1.9588 2.2885
H 2.0594 3.2000 -1.7471
H 0.5482 3.1304 -2.0344
O 1.3499 2.5970 -1.9880
H -0.6512 -0.4142 -3.6202
H -2.0308 0.1181 -3.9671
O -1.2303 0.3400 -3.4591
H -3.4770 0.5935 0.9296
H -3.0261 0.0036 2.2450
O -2.8581 -0.0529 1.2949
H -2.4583 -3.7046 1.0999
H -3.2920 -2.4635 1.3538
O -2.7755 -3.1379 1.8135
H 1.4444 -0.9707 -1.9462
H 1.1397 0.5892 -1.9573
O 0.9011 -0.2594 -1.5581
H -2.6114 2.9032 -1.4730
H -1.6276 1.7553 -1.8084
O -1.9475 2.3191 -1.0933
H 1.8043 -3.6414 -2.2280
H 2.8110 -2.6231 -2.8394
O 2.0253 -2.7089 -2.2926
*
```